Entry 1:
{
  "formula": "C14H28O2S",
  "method": "ωB97M-V/def2-TZVPD",
  "homo_energy_ha": -0.3446,
  "smiles": "CCSC(=O)CCCCCCCCCCCO",
  "relative_energy_kj_mol": 6.7,
  "charge": 0,
  "multiplicity": 1,
  "homo_lumo_gap_ev": 10.13,
  "symbols": ["S", "O", "O", "C", "C", "C", "C", "C", "C", "C", "C", "C", "C", "C", "C", "C", "C", "H", "H", "H", "H", "H", "H", "H", "H", "H", "H", "H", "H", "H", "H", "H", "H", "H", "H", "H", "H", "H", "H", "H", "H", "H", "H", "H", "H"],
  "xyz": [[-0.174, 1.512, 0.521], [-4.809, 0.974, 0.071], [2.217, 2.338, -0.126], [-0.277, -2.861, 0.018], [-3.714, -1.135, 0.652], [2.864, -1.858, -0.281], [1.640, -1.675, -1.181], [3.589, 0.131, 1.180], [1.606, 1.560, 0.551], [-3.572, 0.299, 0.139], [0.710, -2.891, -1.152], [-0.426, 2.247, -2.130], [-0.524, 2.798, -0.722], [-2.373, -1.798, 0.962], [2.162, 0.560, 1.522], [-1.481, -1.963, -0.267], [3.713, -0.582, -0.168], [2.154, 1.041, 2.505], [3.436, 0.112, -0.962], [1.319, -3.796, -1.095], [1.487, -0.294, 1.574], [-1.122, 1.421, -2.270], [-0.634, -3.874, 0.218], [4.766, -0.829, -0.311], [-1.526, 3.158, -0.496], [0.583, 1.893, -2.328], [4.225, 1.018, 1.163], [0.141, -2.940, -2.083], [-5.413, 0.453, -0.470], [-4.253, -1.731, -0.091], [3.471, -2.665, -0.696], [-2.568, -2.783, 1.393], [-0.665, 3.029, -2.847], [2.547, -2.179, 0.712], [-1.844, -1.204, 1.710], [3.949, -0.528, 1.973], [-3.089, 0.301, -0.848], [-4.318, -1.109, 1.562], [0.209, 3.588, -0.555], [0.230, -2.511, 0.919], [1.085, -0.788, -0.875], [-1.132, -0.983, -0.589], [1.987, -1.507, -2.203], [-2.957, 0.882, 0.827], [-2.062, -2.399, -1.084]]
}

Entry 2:
{
  "formula": "C28H32NO3PS3Tl",
  "method": "ωB97M-V/def2-TZVPD",
  "homo_energy_ha": -0.1447,
  "relative_energy_kj_mol": 33.4,
  "charge": -1,
  "multiplicity": 1,
  "homo_lumo_gap_ev": 6.43,
  "symbols": ["Tl", "S", "S", "S", "P", "O", "O", "O", "N", "C", "C", "C", "C", "C", "C", "C", "C", "C", "C", "C", "C", "C", "C", "C", "C", "C", "C", "C", "C", "C", "C", "C", "C", "C", "C", "C", "C", "H", "H", "H", "H", "H", "H", "H", "H", "H", "H", "H", "H", "H", "H", "H", "H", "H", "H", "H", "H", "H", "H", "H", "H", "H", "H", "H", "H", "H", "H", "H", "H"],
  "xyz": [[-0.638, 2.009, -1.788], [0.954, -3.430, -2.573], [0.629, -0.698, -0.484], [-2.898, 3.695, -1.126], [1.250, -2.555, -0.839], [2.388, 2.486, -0.852], [-0.607, 2.509, 0.883], [0.545, 4.465, -0.935], [-2.975, 0.647, -1.392], [3.041, -2.529, -0.405], [4.749, -1.874, 1.150], [-0.587, -5.326, 2.348], [-4.916, 0.352, 0.023], [-2.096, -1.137, -2.780], [-5.912, 2.276, 1.060], [-4.966, 3.091, 0.457], [-1.024, -4.016, 2.231], [-0.455, -3.180, 1.287], [-5.894, 0.915, 0.860], [-4.002, -1.497, -1.211], [2.938, 3.763, -1.024], [0.398, 3.408, 1.293], [1.827, 4.771, -1.399], [-3.910, 1.170, -0.572], [-3.950, 2.585, -0.353], [5.723, -2.151, 0.198], [5.352, -2.637, -1.044], [0.420, -5.799, 1.518], [3.415, -2.062, 0.848], [-4.916, -1.017, -0.318], [4.013, -2.817, -1.350], [-0.723, 1.389, 1.727], [3.331, 1.483, -0.565], [0.282, 4.668, 0.432], [-3.033, -0.622, -1.738], [0.561, -3.647, 0.468], [0.992, -4.963, 0.577], [1.715, 4.810, -2.484], [0.234, 3.693, 2.347], [3.446, 4.081, -0.096], [3.688, 3.754, -1.831], [0.756, -6.826, 1.606], [-5.679, -1.658, 0.103], [-0.767, 4.978, 0.470], [-2.644, -1.317, -3.707], [6.107, -2.864, -1.786], [2.753, 0.581, -0.365], [3.704, -3.170, -2.325], [-5.012, 4.164, 0.583], [6.767, -1.978, 0.424], [2.132, 5.764, -1.033], [-4.016, -2.531, -1.527], [0.220, 0.836, 1.771], [-1.017, 1.700, 2.739], [-1.642, -2.076, -2.467], [2.639, -1.820, 1.564], [-6.688, 2.723, 1.673], [-6.644, 0.274, 1.308], [1.383, 2.935, 1.198], [-1.028, -5.982, 3.090], [-1.492, 0.754, 1.293], [1.768, -5.324, -0.085], [-0.780, -2.154, 1.181], [-1.305, -0.419, -2.984], [-1.812, -3.652, 2.879], [3.942, 1.735, 0.312], [4.004, 1.306, -1.414], [5.034, -1.496, 2.123], [0.930, 5.458, 0.832]]
}

Entry 3:
{
  "formula": "C22H29F7MoN6S3SbSi",
  "method": "ωB97M-V/def2-TZVPD",
  "homo_energy_ha": [-0.2846, -0.2856],
  "relative_energy_kj_mol": 270.5,
  "s_squared": 3.790,
  "charge": 0,
  "multiplicity": 4,
  "homo_lumo_gap_ev": [5.99, 5.45],
  "symbols": ["Sb", "Mo", "S", "S", "S", "Si", "F", "F", "F", "F", "F", "F", "F", "N", "N", "N", "N", "N", "N", "C", "C", "C", "C", "C", "C", "C", "C", "C", "C", "C", "C", "C", "C", "C", "C", "C", "C", "C", "C", "C", "C", "H", "H", "H", "H", "H", "H", "H", "H", "H", "H", "H", "H", "H", "H", "H", "H", "H", "H", "H", "H", "H", "H", "H", "H", "H", "H", "H", "H", "H"],
  "xyz": [[0.796, 3.963, 2.106], [-0.220, -0.118, 0.275], [2.896, -0.188, -0.733], [1.189, 2.047, -3.982], [-0.166, 2.229, -1.369], [-0.950, -0.127, 3.448], [1.056, 5.865, 2.073], [-0.837, 4.253, 3.260], [2.985, 1.761, 3.486], [0.913, -2.491, 0.016], [2.013, 3.956, 0.431], [0.753, 1.312, 1.093], [-0.594, 3.849, 0.723], [-0.138, -0.952, 2.077], [-1.792, -1.811, 0.036], [-0.385, -0.721, -1.847], [3.818, 1.645, 1.053], [0.167, -0.042, -2.911], [4.484, 1.962, -1.055], [2.286, -4.360, 2.790], [-1.964, -1.448, 4.360], [4.549, 2.746, 0.990], [0.228, 0.732, 4.597], [1.807, -3.599, 3.846], [1.018, -2.483, 3.623], [-1.499, 1.351, -0.500], [1.972, -3.976, 1.496], [-2.566, -2.285, 1.007], [0.289, 1.228, -2.717], [3.723, 1.154, -0.212], [-2.178, 1.094, 2.748], [4.645, 1.787, -2.486], [-1.774, -2.459, -1.141], [-3.287, -4.115, -0.346], [1.185, -2.866, 1.311], [0.659, -2.073, 2.329], [-2.499, -3.616, -1.370], [4.971, 2.969, -0.325], [0.493, 3.716, -3.983], [-3.333, -3.430, 0.856], [-0.996, -1.798, -2.169], [-0.999, -2.133, -3.201], [0.693, -1.898, 4.472], [2.906, -5.228, 2.966], [4.741, 3.360, 1.854], [-2.556, -1.737, 1.937], [-2.750, 0.725, 1.893], [-1.733, 2.060, 2.498], [2.058, -3.867, 4.864], [0.367, 0.185, 5.532], [3.787, 2.195, -3.012], [-1.850, 2.079, 0.227], [4.727, 0.727, -2.708], [1.049, 4.246, -4.755], [0.642, 4.223, -3.034], [1.202, 0.900, 4.136], [-3.034, -1.256, 4.244], [-2.290, 1.048, -1.184], [5.552, 2.301, -2.797], [-0.560, 3.692, -4.252], [2.337, -4.511, 0.629], [5.561, 3.762, -0.750], [3.185, 1.529, 2.566], [-3.860, -5.021, -0.487], [-1.752, -1.428, 5.431], [-1.759, -2.463, 4.012], [-3.941, -3.774, 1.680], [-2.444, -4.105, -2.333], [-0.184, 1.716, 4.837], [-2.896, 1.289, 3.551]]
}

Entry 4:
{
  "formula": "C4H15NO2",
  "method": "ωB97M-V/def2-TZVPD",
  "homo_energy_ha": -0.3164,
  "smiles": "CCNCC.O.O",
  "relative_energy_kj_mol": 201.1,
  "charge": 0,
  "multiplicity": 1,
  "homo_lumo_gap_ev": 9.19,
  "symbols": ["O", "O", "N", "C", "C", "C", "C", "H", "H", "H", "H", "H", "H", "H", "H", "H", "H", "H", "H", "H", "H", "H"],
  "xyz": [[3.272, 0.169, -0.684], [-0.853, -2.433, 2.677], [-1.563, 0.693, -0.309], [-0.755, 1.431, -1.252], [-0.263, 0.527, -2.435], [0.329, 0.429, 1.376], [-0.827, -0.198, 0.615], [-2.228, 0.104, -0.792], [-0.494, -3.119, 2.097], [0.294, 0.276, 2.459], [1.288, 0.170, 0.942], [-1.587, -0.318, 1.416], [-1.003, -0.258, -2.591], [-0.548, -1.130, 0.118], [-1.381, 2.289, -1.565], [-0.112, 1.079, -3.349], [-1.419, -2.102, 1.972], [0.424, 1.527, 1.481], [0.554, -0.095, -2.037], [0.138, 1.960, -0.901], [3.544, 0.638, -1.463], [3.076, -0.752, -0.946]]
}

Entry 5:
{
  "formula": "C15H39BrN2O4P",
  "method": "ωB97M-V/def2-TZVPD",
  "homo_energy_ha": -0.1487,
  "charge": -1,
  "multiplicity": 1,
  "homo_lumo_gap_ev": 6.77,
  "symbols": ["Br", "P", "O", "O", "O", "O", "N", "N", "C", "C", "C", "C", "C", "C", "C", "C", "C", "C", "C", "C", "C", "C", "C", "H", "H", "H", "H", "H", "H", "H", "H", "H", "H", "H", "H", "H", "H", "H", "H", "H", "H", "H", "H", "H", "H", "H", "H", "H", "H", "H", "H", "H", "H", "H", "H", "H", "H", "H", "H", "H", "H", "H"],
  "xyz": [[-0.190, 2.652, 0.928], [2.297, 0.937, -1.662], [2.621, 1.575, -0.071], [-4.040, 2.350, 2.601], [2.369, 2.617, -2.284], [2.853, -4.315, -1.473], [-2.947, 4.707, 3.890], [-0.017, -4.486, -1.731], [3.402, 2.727, -0.191], [-0.213, 0.923, -0.026], [3.503, -5.232, -0.622], [-1.676, 0.428, -0.033], [0.835, -6.768, -1.722], [0.864, -5.420, -2.434], [3.478, -1.204, -0.086], [-5.363, 1.966, 2.898], [2.271, -4.849, -2.638], [2.340, -0.888, -1.051], [0.393, 1.058, -1.416], [-3.900, 3.567, 1.894], [-5.267, 5.204, 3.329], [2.734, 3.529, -1.294], [-3.898, 4.817, 2.780], [-0.140, -7.238, -1.849], [3.397, 4.308, -1.687], [0.021, 1.977, -1.868], [2.941, -5.594, -3.094], [0.452, -4.197, -0.876], [-5.719, 2.401, 3.838], [1.837, 3.990, -0.859], [-1.783, -0.484, 0.551], [1.596, -7.444, -2.119], [-2.363, 1.177, 0.351], [-5.244, 6.225, 3.710], [1.393, -1.219, -0.614], [4.427, -0.833, -0.477], [3.729, 0.825, -1.907], [-3.145, 3.840, 4.380], [-5.563, 4.559, 4.157], [3.989, -6.031, -1.194], [0.379, 0.250, 0.586], [4.264, -4.677, -0.074], [3.581, -2.282, 0.072], [2.196, -4.007, -3.330], [-6.050, 2.249, 2.094], [1.003, -6.656, -0.650], [-2.930, 3.513, 1.398], [-6.037, 5.144, 2.557], [-2.012, 4.578, 3.514], [0.011, 0.212, -1.997], [2.496, -1.464, -1.969], [-0.102, -3.629, -2.269], [0.447, -5.568, -3.436], [-3.555, 5.637, 2.142], [4.440, 2.469, -0.447], [2.052, 0.504, -3.033], [-4.673, 3.637, 1.115], [2.817, -5.678, 0.104], [3.322, -0.744, 0.890], [-5.372, 0.881, 3.000], [-1.979, 0.212, -1.058], [3.431, 3.263, 0.762]]
}

Entry 6:
{
  "formula": "C17H46FN2NbO6PS",
  "method": "ωB97M-V/def2-TZVPD",
  "homo_energy_ha": -0.1471,
  "charge": -1,
  "multiplicity": 1,
  "homo_lumo_gap_ev": 6.07,
  "symbols": ["Nb", "S", "P", "F", "O", "O", "O", "O", "O", "O", "N", "N", "C", "C", "C", "C", "C", "C", "C", "C", "C", "C", "C", "C", "C", "C", "C", "C", "C", "H", "H", "H", "H", "H", "H", "H", "H", "H", "H", "H", "H", "H", "H", "H", "H", "H", "H", "H", "H", "H", "H", "H", "H", "H", "H", "H", "H", "H", "H", "H", "H", "H", "H", "H", "H", "H", "H", "H", "H", "H", "H", "H", "H", "H", "H"],
  "xyz": [[-3.038, 6.325, 0.938], [-0.365, 4.724, -0.769], [-3.872, 4.282, -0.275], [-2.326, 7.807, 1.829], [-1.176, -1.164, 0.672], [-3.015, -4.777, -1.559], [6.635, -2.784, 2.471], [3.473, -2.356, -0.879], [0.906, 4.036, -0.640], [-0.482, 5.759, -1.772], [-1.012, -2.636, -2.093], [6.087, -0.958, 0.185], [-4.085, -4.140, -2.222], [5.055, -0.457, -0.717], [5.873, -0.653, 1.590], [-4.035, 1.743, 1.171], [-3.126, 2.710, 0.416], [-5.685, 3.939, -0.457], [3.764, -3.274, 0.154], [6.869, -1.379, 2.465], [-0.011, -1.659, 0.044], [-0.954, 5.288, 0.756], [-6.575, 5.168, -0.269], [-2.220, -2.084, 0.900], [-1.834, -4.928, -2.336], [3.638, -0.987, -0.549], [7.619, -3.551, 1.816], [-0.087, -1.691, -1.476], [-0.720, -4.035, -1.836], [-3.322, 5.428, 2.534], [-5.850, 3.543, -1.466], [5.020, 0.633, -0.629], [-3.898, -3.075, -2.398], [-0.368, -0.690, -1.811], [-4.755, 6.648, 1.385], [-1.283, 3.775, -1.057], [6.761, -1.024, 3.493], [-1.951, -2.432, -1.777], [-0.568, -4.260, -0.769], [-1.854, -3.097, 1.096], [-3.488, 0.812, 1.352], [-2.316, 3.004, 1.082], [7.607, -3.413, 0.728], [0.917, -1.887, -1.867], [3.149, -4.159, -0.012], [0.267, -2.634, 0.469], [-4.961, -4.239, -1.584], [-4.325, 2.138, 2.148], [7.410, -4.596, 2.037], [-4.296, -4.615, -3.187], [-3.357, 7.329, -0.585], [-6.107, 6.072, -0.659], [-0.207, 6.025, 1.078], [-2.768, -1.732, 1.774], [7.892, -1.167, 2.136], [-5.986, 3.142, 0.224], [3.524, -2.859, 1.138], [5.374, -0.683, -1.738], [8.624, -3.309, 2.179], [0.783, -0.959, 0.314], [0.204, -4.303, -2.360], [-2.921, -2.126, 0.060], [-2.042, -4.721, -3.390], [-4.928, 1.470, 0.607], [-2.659, 2.151, -0.403], [5.996, 0.424, 1.741], [3.003, -0.438, -1.249], [-1.517, -5.972, -2.249], [-0.879, 4.424, 1.423], [-6.778, 5.348, 0.786], [-7.532, 5.017, -0.781], [3.241, -0.791, 0.454], [4.866, -0.919, 1.943], [6.163, -1.961, 0.075], [4.814, -3.586, 0.157]]
}

Please write out number 6 again, unchanged.
{
  "formula": "C17H46FN2NbO6PS",
  "method": "ωB97M-V/def2-TZVPD",
  "homo_energy_ha": -0.1471,
  "charge": -1,
  "multiplicity": 1,
  "homo_lumo_gap_ev": 6.07,
  "symbols": ["Nb", "S", "P", "F", "O", "O", "O", "O", "O", "O", "N", "N", "C", "C", "C", "C", "C", "C", "C", "C", "C", "C", "C", "C", "C", "C", "C", "C", "C", "H", "H", "H", "H", "H", "H", "H", "H", "H", "H", "H", "H", "H", "H", "H", "H", "H", "H", "H", "H", "H", "H", "H", "H", "H", "H", "H", "H", "H", "H", "H", "H", "H", "H", "H", "H", "H", "H", "H", "H", "H", "H", "H", "H", "H", "H"],
  "xyz": [[-3.038, 6.325, 0.938], [-0.365, 4.724, -0.769], [-3.872, 4.282, -0.275], [-2.326, 7.807, 1.829], [-1.176, -1.164, 0.672], [-3.015, -4.777, -1.559], [6.635, -2.784, 2.471], [3.473, -2.356, -0.879], [0.906, 4.036, -0.640], [-0.482, 5.759, -1.772], [-1.012, -2.636, -2.093], [6.087, -0.958, 0.185], [-4.085, -4.140, -2.222], [5.055, -0.457, -0.717], [5.873, -0.653, 1.590], [-4.035, 1.743, 1.171], [-3.126, 2.710, 0.416], [-5.685, 3.939, -0.457], [3.764, -3.274, 0.154], [6.869, -1.379, 2.465], [-0.011, -1.659, 0.044], [-0.954, 5.288, 0.756], [-6.575, 5.168, -0.269], [-2.220, -2.084, 0.900], [-1.834, -4.928, -2.336], [3.638, -0.987, -0.549], [7.619, -3.551, 1.816], [-0.087, -1.691, -1.476], [-0.720, -4.035, -1.836], [-3.322, 5.428, 2.534], [-5.850, 3.543, -1.466], [5.020, 0.633, -0.629], [-3.898, -3.075, -2.398], [-0.368, -0.690, -1.811], [-4.755, 6.648, 1.385], [-1.283, 3.775, -1.057], [6.761, -1.024, 3.493], [-1.951, -2.432, -1.777], [-0.568, -4.260, -0.769], [-1.854, -3.097, 1.096], [-3.488, 0.812, 1.352], [-2.316, 3.004, 1.082], [7.607, -3.413, 0.728], [0.917, -1.887, -1.867], [3.149, -4.159, -0.012], [0.267, -2.634, 0.469], [-4.961, -4.239, -1.584], [-4.325, 2.138, 2.148], [7.410, -4.596, 2.037], [-4.296, -4.615, -3.187], [-3.357, 7.329, -0.585], [-6.107, 6.072, -0.659], [-0.207, 6.025, 1.078], [-2.768, -1.732, 1.774], [7.892, -1.167, 2.136], [-5.986, 3.142, 0.224], [3.524, -2.859, 1.138], [5.374, -0.683, -1.738], [8.624, -3.309, 2.179], [0.783, -0.959, 0.314], [0.204, -4.303, -2.360], [-2.921, -2.126, 0.060], [-2.042, -4.721, -3.390], [-4.928, 1.470, 0.607], [-2.659, 2.151, -0.403], [5.996, 0.424, 1.741], [3.003, -0.438, -1.249], [-1.517, -5.972, -2.249], [-0.879, 4.424, 1.423], [-6.778, 5.348, 0.786], [-7.532, 5.017, -0.781], [3.241, -0.791, 0.454], [4.866, -0.919, 1.943], [6.163, -1.961, 0.075], [4.814, -3.586, 0.157]]
}